[1]
{"formula": "C6H18NO", "method": "ωB97M-V/def2-TZVPD", "elements": ["C", "C", "C", "C", "C", "C", "N", "H", "H", "H", "H", "H", "H", "H", "H", "H", "H", "H", "H", "H", "H", "H", "H", "H", "H", "O"], "positions_angstrom": [[-2.333, 0.889, -2.282], [-0.999, 0.626, -1.528], [-1.184, 0.822, 0.061], [0.094, 0.662, 0.888], [1.326, 1.188, 0.189], [0.173, -0.737, 1.441], [-0.510, -0.628, -1.698], [-3.093, 0.165, -1.999], [-2.642, 1.920, -2.165], [-2.117, 0.677, -3.332], [-0.225, 1.422, -1.784], [-1.938, 0.081, 0.339], [-1.630, 1.824, 0.183], [-0.075, 1.343, 1.749], [1.661, 0.461, -0.541], [2.167, 1.191, 0.902], [1.171, 2.149, -0.315], [0.392, -1.407, 0.568], [1.059, -0.850, 2.079], [-0.646, -1.208, 1.978], [0.604, -3.132, -1.967], [-0.962, -1.026, -2.539], [0.410, -3.021, -1.270], [3.280, -0.407, 3.787], [3.175, -1.848, 3.911], [2.839, -1.156, 3.346]], "forces_ev_per_angstrom": [[1.40, -0.20, -0.51], [-1.97, -0.92, -1.43], [0.38, 0.49, 1.60], [-1.87, 0.61, 0.80], [0.88, -0.78, 0.20], [1.93, -1.38, -0.97], [1.01, 1.99, -0.41], [-0.11, 0.21, 0.41], [-0.29, 0.01, -0.02], [-0.21, 0.37, -0.17], [0.08, -0.77, 0.75], [0.07, 0.14, -0.09], [0.17, -0.28, -0.55], [-0.09, -0.11, -0.25], [0.01, -0.14, -0.44], [-0.35, 0.57, -0.26], [0.14, 0.01, 0.43], [-0.18, 0.21, 0.57], [-0.21, 0.07, -0.08], [-0.47, 0.71, -0.04], [0.13, -0.17, -0.34], [-0.47, -0.63, 0.44], [-0.06, -0.04, 0.32], [-0.40, 0.02, -0.54], [-0.08, -0.89, 0.04], [0.55, 0.90, 0.54]], "total_charge": 1, "e_homo_ha": -0.52459, "homo_lumo_gap_ev": 5.87, "molar_mass_g_mol": 120.22}

[2]
{"formula": "C6H18O2", "method": "ωB97M-V/def2-TZVPD", "elements": ["C", "C", "C", "C", "C", "C", "H", "H", "H", "H", "H", "H", "H", "H", "H", "H", "H", "H", "H", "H", "O", "H", "H", "O", "H", "H"], "positions_angstrom": [[-2.378, 1.435, 0.078], [-1.281, 0.548, 0.540], [-1.442, -0.934, -0.032], [-0.471, -1.430, -1.039], [0.975, -1.296, -0.677], [1.524, -1.982, 0.570], [-3.305, 0.986, 0.396], [-2.109, 2.418, 0.541], [-2.293, 1.604, -0.976], [-0.333, 0.851, 0.271], [-0.958, 0.372, 1.628], [-1.603, -1.553, 0.862], [-2.420, -0.978, -0.487], [-0.515, -0.811, -1.988], [-0.649, -2.447, -1.207], [1.585, -1.575, -1.530], [1.177, -0.116, -0.632], [0.764, -2.514, 1.170], [1.911, -1.235, 1.329], [2.315, -2.599, 0.346], [1.343, 1.992, -0.896], [0.585, 2.388, -1.237], [1.925, 2.340, -1.505], [1.856, 1.709, 1.821], [2.036, 0.730, 1.650], [1.762, 2.097, 1.005]], "forces_ev_per_angstrom": [[1.29, 1.44, 1.82], [0.94, -3.93, 1.05], [-1.40, 1.40, 1.59], [1.13, 1.66, -0.68], [1.52, 3.26, 0.28], [-1.80, 2.22, 2.01], [-0.64, 0.54, -0.12], [-1.17, -0.41, -0.18], [-0.32, -0.27, -0.78], [1.82, 1.18, -1.35], [-1.77, 0.86, -0.87], [0.63, -0.42, -0.39], [-0.53, 0.04, -0.34], [-0.59, -0.93, 0.76], [-0.64, -1.65, -0.81], [0.04, -0.29, -0.22], [-0.26, -2.72, 0.15], [0.19, -0.09, -0.54], [-0.25, -0.68, -0.86], [1.70, -1.62, -0.42], [-0.06, -1.19, 1.88], [-2.81, 0.77, -0.32], [2.95, 0.87, -1.90], [0.82, -3.42, 3.20], [-0.41, 2.19, 0.21], [-0.37, 1.20, -3.18]], "total_charge": 0, "smiles": "CCCCCC.O.O", "e_homo_ha": -0.37577, "homo_lumo_gap_ev": 10.55, "molar_mass_g_mol": 122.21}

[3]
{"formula": "C6H18O2", "method": "ωB97M-V/def2-TZVPD", "elements": ["C", "C", "C", "C", "C", "C", "H", "H", "H", "H", "H", "H", "H", "H", "H", "H", "H", "H", "H", "H", "H", "H", "O", "H", "H", "O"], "positions_angstrom": [[-1.267, -1.765, 1.289], [-0.545, -0.494, 1.673], [-0.696, 0.746, 0.808], [0.451, 0.855, -0.261], [0.300, 1.988, -1.284], [1.733, 1.102, 0.522], [-1.910, -2.239, 2.049], [-1.878, -1.591, 0.392], [-0.533, -2.630, 1.088], [0.501, -0.711, 1.971], [-1.007, -0.173, 2.636], [-0.574, 1.675, 1.356], [-1.747, 0.636, 0.380], [0.609, -0.128, -0.858], [0.906, 2.855, -1.040], [-0.771, 2.466, -1.208], [0.654, 1.804, -2.269], [1.931, 0.229, 1.097], [2.588, 1.440, -0.044], [1.523, 1.901, 1.258], [-1.624, -0.200, -2.920], [-1.344, -0.859, -1.453], [-1.551, -0.974, -2.370], [0.839, -1.785, -1.384], [1.912, -1.746, -0.381], [1.501, -2.403, -1.048]], "forces_ev_per_angstrom": [[0.84, -0.55, -0.90], [1.14, -0.66, -1.23], [-3.17, -2.12, 0.58], [3.36, 0.08, -2.56], [-2.62, 1.84, 1.95], [-0.92, 0.54, 0.67], [0.00, 0.29, 0.07], [-0.17, -0.19, 0.36], [-0.57, 1.15, 0.19], [-0.52, 0.24, 0.32], [-0.26, 0.46, 0.63], [-0.10, 0.33, 0.01], [1.39, 0.76, 0.14], [-1.06, 1.19, 1.24], [0.23, 0.07, 0.73], [1.68, -1.15, -0.87], [-0.45, -0.97, -1.05], [0.82, -0.66, 0.52], [0.08, -0.19, -0.44], [0.29, -0.17, -0.25], [0.08, 0.74, 0.41], [-0.06, 0.95, 0.19], [-0.02, -1.67, -0.62], [-0.37, -0.70, -0.83], [-0.27, -2.01, -1.31], [0.65, 2.41, 2.04]], "spin_multiplicity": 2, "total_charge": 1, "e_homo_ha": [-0.56100, -0.55614], "homo_lumo_gap_ev": [12.35, 4.44], "s_squared": 0.753, "molar_mass_g_mol": 122.21}

[4]
{"formula": "C6H18O6Tl", "method": "ωB97M-V/def2-TZVPD", "elements": ["Tl", "C", "C", "O", "O", "H", "H", "H", "H", "H", "H", "C", "C", "O", "O", "H", "H", "H", "H", "H", "H", "C", "C", "O", "O", "H", "H", "H", "H", "H", "H"], "positions_angstrom": [[0.361, 2.195, -1.547], [0.452, -2.751, 1.991], [-0.909, -2.915, 1.301], [-1.563, -1.669, 1.097], [1.338, -1.827, 1.432], [0.944, -3.724, 1.988], [0.374, -2.350, 3.002], [-1.564, -3.558, 1.889], [-0.858, -3.472, 0.366], [-2.480, -1.733, 1.372], [2.213, -1.958, 1.806], [-3.826, 4.646, 2.003], [-2.876, 4.593, 3.149], [-1.957, 3.537, 2.925], [-3.320, 4.730, 0.674], [-4.479, 5.493, 2.215], [-4.493, 3.789, 1.916], [-3.355, 4.332, 4.094], [-2.371, 5.546, 3.305], [-1.615, 3.185, 3.750], [-3.807, 5.342, 0.118], [4.141, -1.870, -4.076], [2.924, -2.812, -3.802], [1.660, -2.089, -3.930], [4.114, -0.777, -3.240], [3.988, -1.476, -5.081], [5.073, -2.418, -3.940], [2.978, -3.224, -2.794], [2.873, -3.719, -4.404], [1.055, -2.678, -4.387], [4.982, -0.370, -3.194]], "forces_ev_per_angstrom": [[0.00, 0.10, -0.07], [0.63, -0.70, -0.92], [-0.87, 1.29, 1.12], [0.94, -0.40, -0.29], [-0.62, 0.74, -1.01], [-0.11, -0.25, 0.47], [-0.92, -0.39, 0.78], [0.25, -0.11, 0.43], [0.64, 0.04, -0.64], [-0.34, -0.09, 0.04], [0.41, -0.21, 0.05], [-1.36, 1.91, -1.61], [0.90, -2.71, 0.32], [0.27, 0.63, -0.65], [1.03, -0.58, 1.10], [-0.15, 0.14, -0.15], [-0.09, -0.80, 0.76], [-0.63, 0.52, 0.03], [0.26, 0.55, -0.24], [0.06, 0.00, 0.42], [-0.37, 0.42, 0.09], [-0.25, -0.83, 0.95], [-1.81, 0.79, -0.93], [2.02, -0.71, 0.68], [-0.77, 0.55, 0.34], [-0.01, -0.34, -0.78], [0.00, -0.15, -0.48], [0.33, 0.38, 0.79], [0.42, 0.29, -0.50], [-0.36, -0.11, -0.32], [0.48, 0.04, 0.20]], "total_charge": 3, "e_homo_ha": -0.65057, "homo_lumo_gap_ev": 1.59, "molar_mass_g_mol": 390.59}

[5]
{"formula": "C6H18OSi2", "method": "ωB97M-V/def2-TZVPD", "elements": ["C", "C", "C", "C", "C", "C", "O", "Si", "Si", "H", "H", "H", "H", "H", "H", "H", "H", "H", "H", "H", "H", "H", "H", "H", "H", "H", "H"], "positions_angstrom": [[3.898, 0.374, -0.497], [-0.856, 1.761, 0.939], [-1.280, 0.098, -2.013], [-3.581, 0.556, 0.058], [2.512, 0.330, 0.053], [2.314, -0.850, 0.989], [-1.646, -2.908, 0.026], [-1.038, -1.766, 1.002], [-1.712, 0.168, -0.039], [4.426, 0.424, 0.477], [4.177, -0.517, -1.027], [4.053, 1.238, -1.103], [-0.681, 2.565, 0.153], [-1.532, 2.108, 1.719], [0.088, 1.597, 1.370], [-1.302, -0.924, -2.269], [-1.975, 0.626, -2.625], [-0.297, 0.371, -2.292], [-4.121, -0.332, -0.549], [-3.981, 0.511, 1.033], [-3.812, 1.527, -0.379], [2.258, 1.237, 0.611], [1.725, 0.307, -0.784], [2.503, -0.771, 2.018], [2.783, -1.680, 0.416], [-1.935, -3.821, 0.210], [-0.988, -2.227, 2.503]], "forces_ev_per_angstrom": [[0.28, 0.02, 1.89], [-1.39, -0.40, -2.58], [-0.31, -0.07, 2.58], [-0.15, -2.49, -2.36], [-3.35, 0.17, -0.30], [0.42, -0.55, -3.25], [-0.84, -1.73, -0.66], [1.56, 0.06, 1.37], [0.43, 2.80, -0.29], [0.91, 0.13, -0.99], [0.11, -0.46, -0.24], [0.34, 0.63, -0.34], [-0.49, -0.77, 0.98], [-0.14, 0.11, -0.15], [1.25, -0.58, 0.57], [-0.42, -1.47, -0.38], [-0.69, 0.49, -0.20], [1.16, 0.74, 0.08], [0.98, 2.15, 1.14], [-0.33, -0.01, 1.26], [-0.04, -0.09, -0.21], [0.30, 0.20, -0.22], [0.98, -0.16, 1.02], [0.07, 0.06, 1.20], [-0.67, -0.23, 1.16], [0.44, 0.86, 0.09], [-0.38, 0.59, -1.17]], "total_charge": 0, "e_homo_ha": [-0.24087, -0.29774], "homo_lumo_gap_ev": [6.95, 8.20], "molar_mass_g_mol": 162.38}

[6]
{"formula": "C6H19BrN5O3Y", "method": "ωB97M-V/def2-TZVPD", "elements": ["Y", "Br", "C", "O", "N", "N", "H", "H", "H", "H", "C", "O", "N", "N", "H", "H", "H", "H", "C", "C", "C", "O", "C", "N", "H", "H", "H", "H", "H", "H", "H", "H", "H", "H", "H"], "positions_angstrom": [[-0.293, -1.428, 3.418], [0.232, -2.218, 0.895], [0.736, -0.997, -3.105], [0.591, -0.372, -4.117], [1.908, -1.014, -2.357], [-0.231, -1.818, -2.547], [2.712, -0.610, -2.800], [1.830, -1.222, -1.381], [-1.138, -1.865, -2.972], [-0.081, -2.257, -1.659], [2.803, -3.025, 3.772], [1.696, -2.384, 3.841], [3.338, -3.587, 4.863], [3.499, -3.067, 2.637], [2.711, -3.801, 5.621], [4.241, -4.028, 4.806], [3.081, -2.759, 1.774], [4.404, -3.509, 2.637], [-2.952, 0.441, -0.457], [-1.829, 1.388, -0.821], [-2.234, 2.837, -0.738], [-1.134, 3.647, -1.048], [-1.521, 4.965, -1.432], [-0.669, 1.123, 0.054], [-2.635, -0.585, -0.235], [-3.582, 0.267, -1.333], [-3.528, 0.808, 0.393], [-1.406, 1.184, -1.814], [-2.585, 3.064, 0.278], [-3.041, 2.973, -1.468], [-0.632, 5.588, -1.366], [-2.279, 5.338, -0.741], [-1.853, 4.982, -2.472], [0.123, 1.745, -0.075], [-0.280, 0.197, -0.051]], "forces_ev_per_angstrom": [[2.76, -1.29, -2.42], [-0.65, 0.39, 2.02], [0.11, -0.52, 0.79], [-0.06, 0.07, -0.42], [-0.71, -0.07, -0.56], [-0.06, 0.42, -0.01], [0.16, 0.23, 0.39], [0.59, 0.06, 0.00], [-0.01, 0.05, -0.06], [-0.09, -0.21, -0.32], [1.53, -0.18, -0.14], [-2.63, 0.88, 0.23], [-0.87, 0.38, -0.57], [-0.53, 0.10, 0.55], [0.32, 0.09, 0.29], [-0.06, -0.23, 0.20], [0.13, 0.15, -0.03], [-0.01, -0.08, -0.34], [-0.25, -0.48, -0.61], [1.47, -0.74, 0.08], [-0.01, -0.09, -0.15], [0.14, -0.03, -0.09], [0.44, -0.11, 0.11], [0.56, -0.18, 1.61], [0.48, 0.20, 0.17], [-0.35, 0.43, 0.22], [-0.14, 0.05, -0.10], [-0.72, 0.10, -0.28], [-0.22, 0.01, -0.06], [-0.14, 0.15, 0.16], [-0.02, 0.00, 0.08], [-0.09, 0.15, -0.17], [-0.29, -0.04, 0.10], [-0.41, 0.44, -0.19], [-0.39, -0.11, -0.49]], "total_charge": 2, "e_homo_ha": -0.51288, "homo_lumo_gap_ev": 3.90, "molar_mass_g_mol": 378.06}